The following is a DFT calculation (ωB97M-V/def2-TZVPD) of a cluster of 13 separate species, C46H76N2O16 in total.

The electronic energy comes out at -84674.5122 eV. As for the total charge: 0.

```
140
C46H76N2O16 | the OMol25 dataset | ωB97M-V/def2-TZVPD
H -3.2089 -2.3748 24.5706
H -10.5563 -3.3390 27.0153
H -4.8089 -2.3915 28.2365
H -5.2957 0.0667 33.0008
O -2.8058 -1.1144 27.2506
H -7.4732 -3.5093 28.5113
H -7.7191 -1.2042 26.7503
C -6.5515 2.6027 22.9402
H -11.6156 -2.7606 25.7356
H -11.9169 -2.8861 32.5286
H -6.7028 -5.0754 24.0522
H -10.3661 -2.4041 33.2710
H -7.3326 -3.6489 32.8326
C -4.7218 5.4135 28.0184
C -5.9516 1.5939 23.8999
H -6.7069 4.6248 27.6091
C -7.5658 -3.1306 24.5261
C -3.6226 -1.6889 26.5747
C -7.4323 -3.7635 29.5585
H -8.8502 2.8789 24.7677
O -9.3351 -3.5490 21.5376
O -9.3689 0.0423 24.3443
H -10.1432 7.3572 31.0437
H -4.7069 -1.5201 24.7316
H -10.8580 5.7888 30.9864
C -10.7999 -1.4562 31.3505
H -8.2223 0.1679 32.7572
H -12.3477 2.1815 26.4218
H -3.1307 -0.6316 24.7718
C -11.5288 2.3163 25.7195
C -6.5548 4.0785 23.2564
C -12.1139 -2.1846 27.7435
H -5.7198 4.5407 22.7295
H -6.4874 1.5289 24.8457
C -9.3688 3.3456 33.5250
O -1.5657 3.8759 28.0592
C -5.2906 0.2897 31.9300
H -5.7991 0.4883 26.9720
C -9.0737 2.0925 32.7447
H -6.2863 0.7405 31.8392
H -8.2688 1.7309 25.9771
C -10.4380 6.5688 30.3488
H -12.7508 -0.9342 30.4897
C -11.8805 -0.4727 30.9520
H -10.2469 3.1112 34.1367
H -4.7686 1.8016 30.5553
C -8.6512 0.8464 33.4928
H -13.7751 -1.2806 26.7827
O -12.2046 -2.8808 28.7310
H -1.0253 1.5407 29.5428
H -1.0865 0.6615 27.9880
C -8.6100 -3.6418 22.4778
O -12.1308 -0.6158 34.4055
H -9.6505 4.1791 32.8880
H -6.3421 6.2380 25.3249
H -9.6060 -2.4783 24.0895
O -6.9032 2.2489 21.8386
C -5.8620 5.0418 27.0697
H -10.5161 -1.5888 26.4105
C -11.1981 -2.0774 32.6546
H -11.2003 7.0101 29.7045
H -5.0982 5.3645 29.0404
N -7.0503 -5.0383 29.8927
H -3.7027 1.6639 28.0731
H -12.5642 -0.0985 27.4001
O -12.1861 0.0548 32.2737
C -4.4070 6.8524 27.6428
H -9.4649 -0.6817 28.7970
H -8.5590 3.5751 34.2147
C -7.3225 -3.9410 31.7951
H -9.4212 -4.2128 24.3924
H -9.8821 -0.8630 31.3704
H -11.8027 3.0235 24.9370
C -3.6714 -1.5237 25.0791
O -3.1731 0.4704 30.9986
H -6.6280 -5.7046 29.2745
H -9.0419 5.0199 27.7750
H -4.9431 2.0167 23.9897
H -3.7885 4.8667 27.9185
H -10.3726 4.4426 28.8324
H -8.6426 1.3308 30.0117
C -3.5482 -0.8298 30.9187
C -6.6239 0.4970 27.6697
O -5.2684 7.3335 26.7265
C -9.8796 0.9853 24.8945
C -9.1619 2.1667 25.5348
C -3.0951 2.2140 27.3525
H -7.2285 6.6919 26.7809
C -10.2557 2.7145 26.4644
H -10.2023 2.1585 27.3993
C -1.8085 2.6887 27.9972
H -2.8310 1.6665 26.4465
O -9.2315 1.9991 31.5445
C -6.8961 1.3029 28.7489
O -11.1843 1.0741 25.0887
N -8.1270 0.9382 29.2247
C -13.0953 -1.0304 27.6012
H -5.5696 -0.8872 30.1382
O -2.7737 -1.7126 30.7199
C -8.5595 -0.1470 28.5457
H -5.8752 0.5718 23.5398
H -5.6755 -3.7020 23.5642
C -7.6692 -0.4737 27.5397
H -5.5279 -2.7192 26.6214
H -8.6032 4.0999 29.2160
C -4.6069 -2.6457 27.1969
H -7.2827 -2.0819 24.4154
O -8.1352 6.5549 29.7678
H -10.1927 3.7926 26.5222
C -6.9426 -5.1289 31.2527
H -6.4825 4.2796 24.3255
H -4.0964 -3.6131 27.2451
C -9.2365 6.0782 29.5846
C -9.3395 4.7801 28.7956
H 0.1614 1.8451 28.2323
C -0.8796 1.6197 28.4630
H -7.8002 1.0942 34.1401
C -6.6989 -4.0478 23.6858
H -4.0698 2.0352 32.1449
H -7.4745 4.5426 22.9036
C -8.9582 -3.3349 23.9341
H -3.6820 3.0641 27.0084
C -4.2897 1.2844 31.3870
O -7.3306 -4.0263 22.3866
C -6.2500 6.3778 26.4025
H -7.5265 -3.4234 25.5780
H -13.7192 -0.9250 28.4838
C -7.6683 -3.0788 30.7266
H -6.5449 -6.0498 31.6512
H -8.0488 -2.0822 30.8787
O -3.4814 7.5022 28.0349
C -5.0314 -0.9472 31.0909
H -5.3761 -1.8794 31.5287
H -9.3853 0.3693 34.1393
H -11.4264 0.2158 30.2388
C -11.1079 -2.4705 26.6590
H -6.3371 2.1692 29.0605
H -5.4726 4.3860 26.2885
H -10.6713 -2.1223 30.4896
C -11.8787 -0.8472 33.2687
```

Löwdin population analysis, charges in e, atoms 1 to 6: 0.0938, 0.0871, 0.0719, 0.1222, 0.0717, 0.0929

The following is a DFT calculation (ωB97M-V/def2-TZVPD) of a structure of composition C25H17CoF10N4.

The electronic energy comes out at -96960.5021 eV. Its spin multiplicity is 4. As for the total charge: -1.

```
57
C25H17CoF10N4 | the OMol25 dataset | ωB97M-V/def2-TZVPD
F 1.4020 1.3401 -0.0752
F 2.9532 2.0473 -2.0914
C -0.1441 2.8719 2.6651
F -0.5867 -0.4615 -5.3530
C -0.7139 -3.0875 0.8169
H -3.5543 -1.0022 -1.9338
C -1.1547 1.9628 -2.1708
F 1.9848 -3.2337 -1.0997
N 3.7970 5.0732 3.8464
C 3.2598 -0.1894 -2.7185
C 1.5756 -0.9797 -0.5210
C 2.1907 1.8056 3.6499
F -1.3025 2.8525 -1.1886
H -3.0802 -3.2677 -0.6833
H 1.4443 -3.0559 1.2567
C 3.1108 4.1490 3.6426
C -2.4244 -2.3088 -0.6678
C -2.8192 -2.3818 1.7853
C -1.6026 0.6186 -2.0086
C -0.4762 2.4396 -3.2920
H -2.1205 1.1698 2.5215
H 3.1442 1.3654 4.1120
H -1.0004 3.4191 2.3010
C 0.6094 -2.3480 1.2683
H 0.7903 4.6601 2.8681
F 0.4707 2.0571 -5.4326
C -0.1558 1.5892 -4.3543
C 2.1310 3.1479 3.4016
H 0.5217 -2.1105 2.4268
C -0.6721 0.3414 -4.2625
C 1.1725 0.9630 3.2994
H -3.4226 -1.4931 1.9318
C -0.0578 1.4946 2.8362
C 2.6586 0.7710 -1.9328
H -3.7852 -0.8460 -0.1278
H -3.5937 -3.2419 1.6683
C -1.2447 -0.1605 -3.1205
N -2.1419 0.1704 -0.8926
N 0.7413 -1.1000 0.5681
N -1.8133 -2.1734 0.7141
F -1.3677 -1.5097 -3.0804
Co -0.8716 -0.0219 0.6660
F 4.1468 0.0223 -3.7221
H -0.4340 -3.6227 -0.0886
C -3.0403 -0.9650 -0.9586
H -1.6122 -2.5441 -1.3271
H -1.1641 -0.1982 3.2833
F -0.0852 3.6919 -3.3952
H -0.8232 -3.8576 1.5451
C 0.9029 3.6546 2.8944
C -1.1979 0.5837 2.5901
H 1.4675 -0.1216 3.2023
C 1.8405 0.3572 -0.9413
F 3.2802 -2.4228 -3.3079
C 2.1969 -1.9128 -1.2963
H -2.2391 -2.4804 2.7140
C 2.9098 -1.5206 -2.4310
```

Löwdin population analysis, charges in e, atoms 1 to 6: 0.0596, 0.1384, -0.0670, 0.0885, -0.2101, 0.1218

The following is a DFT calculation (ωB97M-V/def2-TZVPD) of the molecule C4H5NO2.

For the energy above the lowest of the compared OMol25 structures with the same formula, charge and spin, the calculation gives 4.483 eV. As for the total charge: 0.

```
12
C4H5NO2 | the OMol25 dataset | ωB97M-V/def2-TZVPD
C -1.3732 -0.8003 0.5595
H -2.5057 0.4878 -0.0492
H 1.4452 -0.6172 -1.4681
H 1.1983 0.5656 1.4028
O -2.6173 -0.4223 0.2982
N -0.4323 -0.0599 0.1270
O 3.0621 -0.3006 -0.2660
H -0.1177 1.3889 -1.3391
C 0.8927 0.4093 0.3701
C -0.2073 1.2918 -0.2489
H -1.2296 -1.7057 1.1309
C 1.8848 -0.2374 -0.5172
```

Löwdin population analysis, charges in e, atoms 1 to 6: -0.1501, 0.1190, 0.1320, 0.1434, 0.0941, -0.1125